w | The following is a quantum chemistry calculation of C22H30N8O2W as an isolated structure, from OMol25.

Structure (XYZ):
```
63
C22H30N8O2W (wB97M-V/def2-TZVPD)
W 0.2005 -0.5458 0.1188
O -0.3907 0.5099 1.6400
O -1.2045 -1.6128 -0.6636
N -1.3226 1.2765 3.5620
N 0.9784 -2.2919 1.0375
N 0.9768 1.5217 3.1607
N -0.6185 3.0867 -2.4327
N 1.9129 -0.0253 -2.2917
N -2.8939 -2.6333 -1.7798
N 0.1163 1.1332 -1.3911
N 1.6281 -0.8146 -1.2904
C -2.6619 1.2527 2.9747
C 2.8256 -4.1961 1.8152
C 1.8833 1.6075 -4.6826
C -0.2440 1.0984 2.8202
C 2.2663 -2.2436 0.5935
C 1.0087 0.9346 -2.4567
C -4.1331 -2.5353 -2.5856
C -2.3122 -1.5703 -1.3703
C 1.5068 -4.2727 2.2370
C -2.3329 -3.9646 -1.5011
C -0.6403 2.2385 -1.4341
C 1.2120 2.6862 4.0253
C 0.1609 3.8442 -4.6010
C 2.1745 0.8854 2.6393
C 0.6009 -3.2966 1.8378
C 1.0357 1.8020 -3.5816
C 3.2272 -3.1521 0.9793
C 1.0014 3.6233 -5.6771
C -1.2800 1.4461 5.0185
C 1.8553 2.5129 -5.7197
C 2.4732 -1.0762 -0.3018
C 0.1814 2.9292 -3.5566
H -1.4128 -4.1017 -2.0689
H 2.6333 1.4812 1.8448
H 2.8985 0.7778 3.4481
H 1.1822 -5.0790 2.8803
H 0.3186 3.2990 4.0681
H -4.6164 -3.5062 -2.5957
H -3.2186 0.3852 3.3286
H -0.3424 1.0706 5.4135
H 2.5006 2.3767 -6.5770
H 3.5431 -4.9428 2.1315
H 1.9499 -0.1288 2.2894
H -3.8841 -2.2526 -3.6074
H -2.7590 -0.6043 -1.5972
H -0.4902 4.7092 -4.5754
H 2.0142 3.2768 3.5838
H -1.4236 2.4863 5.3091
H -1.2968 2.4558 -0.6008
H 2.5472 0.7543 -4.7010
H 3.4170 -0.5271 -0.2929
H 4.2477 -3.0724 0.6281
H -2.1306 -4.0564 -0.4356
H 1.5129 2.3879 5.0290
H 1.0043 4.3248 -6.5009
H -4.8096 -1.8102 -2.1384
H -2.0946 0.8588 5.4401
H -1.2071 3.9152 -2.3859
H -3.1928 2.1538 3.2819
H -3.0511 -4.7202 -1.7978
H -0.4307 -3.3017 2.1661
H -2.6008 1.2320 1.8901
```

## Properties
Spin multiplicity ... 3
Charge ... +4
LUMO (spin up / spin down) ... -0.48674 / -0.50930 Eh

Atom-resolved charges from natural (NBO), all expressed in e: 1.97, -0.75, -0.70, -0.35, -0.53, -0.38, -0.45, -0.25, -0.23, -0.65, -0.24, -0.41, -0.07, -0.11, 0.80, 0.14, 0.45, -0.43, 0.53, -0.19, -0.44, 0.35, -0.42, -0.24, -0.41, 0.09, -0.17, -0.17, -0.07, -0.42, -0.15, -0.02, 0.25, 0.25, 0.22, 0.27, 0.29, 0.23, 0.27, 0.24, 0.23, 0.27, 0.29, 0.18, 0.25, 0.20, 0.26, 0.24, 0.24, 0.24, 0.26, 0.27, 0.28, 0.23, 0.24, 0.28, 0.25, 0.25, 0.47, 0.25, 0.27, 0.24, 0.20

---

x | The following is a quantum chemistry calculation of C22H30N8O2W as an isolated structure, from OMol25.

Structure (XYZ):
```
63
C22H30N8O2W (wB97M-V/def2-TZVPD)
W -0.4223 0.2986 -0.3367
O -0.2873 -0.1521 -2.2338
O -1.3107 1.9868 -0.1953
N 0.3694 -0.4048 -4.3885
N 1.5829 1.0408 0.2017
N -2.0833 -0.9042 0.0959
N -0.0795 -0.4767 1.5470
N 0.8510 -2.0450 -2.7713
N -2.2221 4.0754 -0.1780
N -0.9949 -1.3360 2.1384
N -4.1390 -1.9242 -0.3208
C 1.1738 -0.5867 1.8882
C 2.3422 1.9814 -0.3625
C 4.1449 1.5790 1.1690
C 0.3323 -0.8786 -3.1667
C 1.0355 -2.2762 -1.3508
C -5.3325 -3.8917 2.5415
C -2.5995 5.2927 0.5982
C -1.6600 3.0927 0.4187
C -2.0411 -1.5080 1.3866
C -2.5220 4.0681 -1.6207
C 3.3654 0.5772 1.7615
C 1.3434 -0.8594 -5.4065
C -4.2175 -2.5373 0.9428
C -0.4944 0.7013 -4.8262
C 0.9831 -3.2349 -3.6455
C -3.1449 -2.3276 1.8229
C -3.1424 -1.1722 -0.6890
C 2.0960 0.3531 1.2728
C -4.2787 -3.6966 3.4367
C 3.6243 2.2870 0.1045
C -5.3137 -3.3131 1.2825
C -3.1890 -2.9234 3.0881
H -1.3370 0.8139 -4.1515
H -3.4629 3.5426 -1.7802
H 0.0844 1.6230 -4.8752
H -4.3188 -4.1578 4.4142
H -6.1776 -4.5022 2.8310
H -2.7641 5.0206 1.6368
H 0.5706 -4.0854 -3.1054
H 0.4049 -3.0908 -4.5516
H 1.9254 2.5038 -1.2148
H 2.0265 -3.4270 -3.8853
H -2.6227 5.0986 -1.9477
H -3.5191 5.6818 0.1705
H 1.5799 -1.3336 2.5666
H -1.8000 6.0236 0.4973
H 5.1385 1.7910 1.5432
H -6.1305 -3.4633 0.5879
H 0.8627 -1.5097 -6.1346
H 4.1909 3.0692 -0.3830
H -0.8633 0.4584 -5.8206
H 1.7108 0.0313 -5.9121
H -2.3736 -2.7722 3.7813
H 1.4280 -1.3583 -0.8804
H 2.1771 -1.3607 -4.9275
H -3.1719 -0.7417 -1.6822
H 3.7429 0.0005 2.5966
H -1.7110 3.5888 -2.1628
H -4.8997 -2.0737 -0.9780
H 0.1203 -2.6417 -0.8666
H 1.8199 -3.0154 -1.1883
H -1.4781 3.1525 1.4891
```

## Properties
Spin multiplicity ... 3
Charge ... +4
LUMO (spin up / spin down) ... -0.50328 / -0.49410 Eh

Atom-resolved charges from natural (NBO), all expressed in e: 2.03, -0.74, -0.70, -0.34, -0.55, -0.69, -0.40, -0.39, -0.24, -0.31, -0.43, 0.24, 0.11, -0.08, 0.80, -0.41, -0.09, -0.42, 0.52, 0.42, -0.43, -0.12, -0.42, 0.13, -0.41, -0.41, -0.10, 0.36, 0.07, -0.15, -0.18, -0.20, -0.14, 0.21, 0.25, 0.23, 0.27, 0.27, 0.24, 0.24, 0.24, 0.23, 0.24, 0.27, 0.26, 0.28, 0.26, 0.29, 0.26, 0.24, 0.29, 0.26, 0.25, 0.26, 0.18, 0.23, 0.23, 0.28, 0.22, 0.47, 0.22, 0.29, 0.22

---

Structures ranked by computed energy, the most stable listed first: x, w.

---

w | The following is a quantum chemistry calculation of a 2-piece molecular cluster, C2FN3 overall, from OMol25.

Structure (XYZ):
```
6
C2FN3 (wB97M-V/def2-TZVPD)
F -0.9161 0.7133 -2.8395
N 0.5459 -0.1646 -0.9557
N -0.6207 0.8173 2.3695
N 0.9079 -1.3428 -0.2896
C -0.2609 0.3128 1.4022
C 0.3439 -0.3360 0.3131
```

## Properties
Charge ... 0
LUMO (spin up / spin down) ... -0.14485 / -0.14499 Eh

Atom-resolved charges from natural (NBO), all expressed in e: -0.60, 0.14, -0.06, 0.04, 0.16, 0.32

---

x | The following is a quantum chemistry calculation of a 2-piece molecular cluster, C2FN3 overall, from OMol25.

Structure (XYZ):
```
6
C2FN3 (wB97M-V/def2-TZVPD)
F 0.5666 -3.0090 -1.1490
N -0.2748 -0.3795 -1.0724
N -0.5012 1.2477 2.3166
N 0.5173 0.6032 -1.2605
C -0.0218 0.5775 -0.0500
C -0.2861 0.9601 1.2152
```

## Properties
Charge ... 0
LUMO (spin up / spin down) ... -0.05820 / -0.14994 Eh

Atom-resolved charges from natural (NBO), all expressed in e: -0.08, -0.04, -0.19, 0.02, 0.15, 0.14

---

Structures ranked by computed energy, the most stable listed first: x, w.

---

w | The following is a quantum chemistry calculation of C3H4NO3 as an isolated structure, from OMol25.

Structure (XYZ):
```
11
C3H4NO3 (wB97M-V/def2-TZVPD)
O -2.5072 -0.3675 0.0963
O 2.1767 -0.6259 0.0499
O 0.8321 2.2302 -0.0259
N -0.1320 0.9511 0.8581
C 1.0275 -0.9007 -0.1866
C -0.1731 -0.2388 0.1928
C -1.4126 -0.8865 -0.1340
H 1.7144 1.8695 -0.2974
H 0.6769 -1.6947 -0.8274
H -1.3120 -1.8434 -0.6432
H -0.8906 1.5068 0.9172
```

## Properties
Spin multiplicity ... 3
Charge ... -1
LUMO (spin up / spin down) ... 0.14899 / 0.11845 Eh

Atom-resolved charges from natural (NBO), all expressed in e: -0.63, -0.61, -0.82, -0.39, 0.34, -0.12, 0.31, 0.43, 0.07, 0.09, 0.34

---

x | The following is a quantum chemistry calculation of a 2-piece molecular cluster, C3H4NO3 overall, from OMol25.

Structure (XYZ):
```
11
C3H4NO3 (wB97M-V/def2-TZVPD)
O 1.2966 1.9803 0.7414
O -0.3306 -1.8328 -1.5649
O -2.0632 -0.3853 1.8820
N 0.0792 -0.6124 1.0204
C 0.1130 -0.7082 -1.4043
C 0.9850 1.2507 -0.1804
C 0.3231 -0.0386 -0.1325
H -0.3487 -1.5280 0.9017
H -1.7705 0.4485 2.2541
H 0.4626 -0.1279 -2.2931
H 1.2535 1.5538 -1.2243
```

## Properties
Spin multiplicity ... 3
Charge ... -1
LUMO (spin up / spin down) ... 0.15203 / 0.08586 Eh

Atom-resolved charges from natural (NBO), all expressed in e: -0.61, -0.63, -0.55, -0.64, 0.31, 0.33, -0.10, 0.34, 0.42, 0.08, 0.07

---

Structures ranked by computed energy, the most stable listed first: x, w.

---

w | The following is a quantum chemistry calculation of CH2N2S4 as an isolated structure, from OMol25.

Structure (XYZ):
```
9
CH2N2S4 (wB97M-V/def2-TZVPD)
S 2.0596 1.3132 0.7720
S 3.0215 0.1208 -0.7604
S -0.3793 1.6984 -1.3552
S -0.9149 0.8173 0.3617
N 2.0277 -1.1059 -0.5196
N 1.0727 -1.3805 0.1358
C 0.6569 0.2346 1.0510
H 0.4088 -0.1647 2.0351
H -0.6691 0.7520 -2.0781
```

## Properties
Charge ... 0
LUMO ... -0.00717 Eh

Atom-resolved charges from natural (NBO), all expressed in e: 0.04, 0.44, -0.07, 0.13, -0.31, -0.03, -0.53, 0.24, 0.10

---

x | The following is a quantum chemistry calculation of one molecule with the formula CH2N2S4, from OMol25.

Structure (XYZ):
```
9
CH2N2S4 (wB97M-V/def2-TZVPD)
S -1.4734 0.7416 2.1378
S -1.4520 -1.5015 -1.0421
S 0.1025 -1.3666 0.3343
S -1.8978 2.4537 1.1070
N -0.8057 2.2839 -0.0311
N -0.0005 1.4117 -0.1392
C -0.0955 0.2281 1.0834
H -0.8420 -0.9295 -1.9440
H 0.7992 0.3596 1.6773
```

## Properties
Charge ... 0
LUMO ... 0.01052 Eh
SMILES ... SS[C@H]1N=NSS1

Atom-resolved charges from natural (NBO), all expressed in e: 0.04, -0.08, 0.17, 0.42, -0.31, -0.09, -0.49, 0.10, 0.23

---

Structures ranked by computed energy, the most stable listed first: x, w.

---

w | The following is a quantum chemistry calculation of a 2-piece molecular cluster, C4H11S2 overall, from OMol25.

Structure (XYZ):
```
17
C4H11S2 (wB97M-V/def2-TZVPD)
S 0.3738 1.2976 -0.8376
S -2.6947 -1.7253 0.7861
C 3.0958 1.2911 -0.1075
C -2.2562 -1.4103 -0.9251
C -2.0856 -0.2010 1.5554
C 1.9329 0.3952 -0.5057
H -1.2954 -0.9044 -1.0319
H -3.0124 -0.7918 -1.4008
H -2.6849 0.6370 1.2172
H 1.7394 -0.3276 0.2906
H 2.7851 1.9918 0.6719
H 3.9572 0.6978 0.2216
H -2.2129 -2.3508 -1.4808
H 3.4027 1.8945 -0.9690
H -2.2006 -0.3947 2.6234
H 2.2043 -0.1528 -1.4116
H -1.0485 0.0538 1.3039
```

## Properties
Charge ... -1
LUMO ... 0.12046 Eh

Atom-resolved charges from natural (NBO), all expressed in e: -0.73, 0.13, -0.62, -0.77, -0.74, -0.52, 0.28, 0.20, 0.21, 0.17, 0.20, 0.17, 0.20, 0.19, 0.20, 0.17, 0.27

---

x | The following is a quantum chemistry calculation of a 2-piece molecular cluster, C4H11S2 overall, from OMol25.

Structure (XYZ):
```
17
C4H11S2 (wB97M-V/def2-TZVPD)
S -2.3359 1.2829 -0.1969
S 1.9949 0.3186 0.1942
C 1.7494 -1.4061 0.4483
C 2.3451 -2.0656 -0.7232
C -1.7573 0.6925 1.3844
C -1.6092 0.0279 -1.0930
H -0.8877 0.2474 -1.7552
H 0.6888 -1.6871 0.6613
H 1.7613 -1.8049 -1.6398
H 2.4049 -3.1124 -0.6983
H -0.6896 0.2526 1.2306
H -2.4455 -0.3980 -1.6425
H 2.1979 -1.8291 1.2806
H -1.7603 1.7095 1.9451
H -1.2532 -0.7449 -0.4258
H -2.3622 -0.1174 1.7824
H 3.4324 -1.6314 -0.7937
```

## Properties
Charge ... -1
LUMO ... 0.12029 Eh

Atom-resolved charges from natural (NBO), all expressed in e: 0.18, -0.69, -0.55, -0.61, -0.78, -0.76, 0.23, 0.15, 0.19, 0.16, 0.27, 0.19, 0.17, 0.22, 0.23, 0.19, 0.21

---

Structures ranked by computed energy, the most stable listed first: w, x.

---

w | The following is a quantum chemistry calculation of a 2-piece molecular cluster, C3H12N3O overall, from OMol25.

Structure (XYZ):
```
19
C3H12N3O (wB97M-V/def2-TZVPD)
O -2.0658 -0.3313 -2.9814
N 0.8954 -0.6039 2.0445
N 0.7780 1.5812 2.8293
N 0.7762 -0.3861 -0.6434
C 0.8979 0.2534 2.9993
C -0.6272 -0.5239 -1.1349
C -0.7469 -0.0765 -2.5857
H 1.0516 2.1827 3.5907
H 0.9320 -1.5353 2.4397
H 0.9572 -0.0632 4.0371
H -2.0945 -0.5831 -3.9093
H 1.3937 -1.0600 -1.0923
H 1.1389 0.5427 -0.8564
H -0.9064 -1.5706 -1.0452
H 0.9324 1.9648 1.9110
H -1.2497 0.0737 -0.4793
H 0.8251 -0.5124 0.4451
H -0.5168 0.9952 -2.6604
H -0.0242 -0.6202 -3.1948
```

## Properties
Charge ... +1
LUMO ... -0.11131 Eh

Atom-resolved charges from natural (NBO), all expressed in e: -0.70, -0.81, -0.77, -0.72, 0.35, -0.24, -0.07, 0.42, 0.38, 0.19, 0.49, 0.42, 0.41, 0.23, 0.39, 0.23, 0.46, 0.17, 0.17

---

x | The following is a quantum chemistry calculation of a 2-piece molecular cluster, C3H12N3O overall, from OMol25.

Structure (XYZ):
```
19
C3H12N3O (wB97M-V/def2-TZVPD)
O -1.0503 -0.5916 2.2996
N -0.7258 0.8789 -0.5229
N 1.0152 -0.3199 0.3394
N 1.1702 0.5762 -1.7977
C 0.6602 1.3396 -2.9366
C 0.4849 0.3779 -0.6865
C -1.2833 -1.9549 2.7559
H 2.1410 0.3233 -1.8641
H 1.8220 -0.8786 0.1043
H 1.1265 0.9247 -3.8187
H 0.3192 -0.7181 0.9621
H -1.2865 0.8001 0.3197
H -0.4133 1.2250 -3.0622
H -2.3310 -2.1337 2.7889
H -0.8741 -0.0766 3.0987
H 0.8602 2.3995 -2.8065
H -0.8172 -2.6499 2.0595
H -1.1198 1.5804 -1.1203
H -0.7647 -2.1166 3.7021
```

## Properties
Charge ... +1
LUMO ... -0.10078 Eh

Atom-resolved charges from natural (NBO), all expressed in e: -0.78, -0.77, -0.77, -0.55, -0.43, 0.68, -0.25, 0.42, 0.41, 0.24, 0.44, 0.45, 0.22, 0.20, 0.49, 0.22, 0.18, 0.42, 0.19

---

Structures ranked by computed energy, the most stable listed first: x, w.